Below is a 2-piece molecular cluster, C3H4BNO2 overall at a distorted geometry, with properties calculated with ωB97M-V/def2-TZVPD.

```
11
Properties=species:S:1:pos:R:3:lowdin_charge:R:1
B 1.115 2.201 1.781 -0.533
C 1.559 -0.396 -0.601 -0.203
C -0.818 -1.328 -0.358 -0.014
C 0.362 -0.762 -0.401 -0.118
N 2.675 -0.147 -1.035 0.184
O -0.081 2.700 1.562 0.192
O 2.258 1.795 1.926 0.124
H -1.347 -1.869 -1.240 0.086
H -1.628 -1.117 0.424 0.068
H -0.908 2.459 2.124 0.186
H 3.404 0.007 -0.444 0.029
```

Results
**Charge**: 0
**HOMO**: -8.56 eV
**LUMO**: -0.214 eV
**Energy above the lowest of the compared OMol25 structures with the same formula, charge and spin**: 2.698 eV
**Energy**: -346.7625 hartree